Molecular formula: C12H46N16O12V
Method: DFT, wB97M-V/def2-TZVPD

Geometry as XYZ:
```
87
Properties=species:S:1:pos:R:3:lowdin_charge:R:1
H -3.95828 4.15376 -0.40799 0.06
H -2.60004 0.12948 -1.03455 0.10
H 6.21775 -1.85754 -3.79583 0.12
N 1.58916 3.32000 2.12897 0.13
C -2.91984 0.02306 3.43782 -0.59
C -4.76122 2.15845 -0.73787 -0.31
H -4.99378 -1.61255 0.67659 0.10
H 7.31630 0.03092 -4.93800 0.08
H -1.31616 -0.75766 -0.53606 0.05
H 1.48526 -1.06690 -0.57166 0.06
N -3.82844 1.13038 3.44331 0.14
C 1.51912 -0.53744 3.28568 -0.64
N 2.18248 1.05974 -3.65890 0.13
V -0.95686 -1.73487 1.97970 0.80
H -2.29568 -3.38904 3.03065 -0.03
H -0.32922 0.55483 0.89440 0.01
H 2.87227 0.31073 4.65197 0.12
C -4.94559 3.65647 -0.44748 -0.08
H -0.03058 -3.05068 -2.60752 0.10
H -3.42105 -0.54920 5.31488 0.13
O 0.39169 2.18471 -4.60533 0.00
H 5.99304 1.13120 -4.62350 0.05
O 2.15702 -2.11854 -3.39998 -0.06
H -4.62635 -0.61366 -0.57742 0.07
N 2.19254 -0.46859 4.46935 0.15
O 0.02767 -0.32049 0.58461 -0.43
C 5.64389 -0.94915 -4.07030 -0.30
H 0.69883 1.80990 -2.06347 0.04
C 0.86604 2.89584 3.29405 -0.61
O 0.41197 -3.10483 1.06391 -0.12
O 4.53755 -0.81648 -3.18110 -0.15
H 1.11248 3.57137 1.28608 0.06
H 6.93612 0.70235 -3.20610 0.09
N 1.94584 -4.68223 1.10338 0.19
N -2.95106 -0.81871 4.44570 0.20
C 6.54547 0.31066 -4.18770 -0.08
C -3.03068 -1.61754 -0.03054 -0.63
H 1.73001 -0.16772 1.29145 0.03
N -4.41372 -1.49108 -0.12481 0.18
O -2.56696 -2.38407 0.78611 -0.03
H -4.55240 1.81905 -1.77752 0.12
N 0.18533 1.83803 -1.20396 0.18
H 2.90949 -0.88297 -1.56749 0.06
H 5.13153 -1.16095 -4.98266 0.10
H -2.43809 -1.67765 4.59652 0.08
H -4.67051 0.80988 3.88487 0.07
O 0.37999 -0.93200 3.32260 -0.03
C 1.71625 -2.25060 -2.23312 -0.62
N -2.29054 -0.84640 -0.86863 0.18
O -2.20901 -0.02733 2.42286 -0.04
H 0.43313 1.12681 -0.45509 0.08
O -3.88136 1.55274 0.23600 -0.17
H 3.07773 0.25513 2.33072 0.10
H 2.92083 0.39667 -3.74811 0.03
H 2.33521 -4.21444 0.33103 0.09
N -1.24699 3.26553 -2.32561 0.17
N 0.70714 -3.11344 -1.94466 0.19
O -1.54675 -3.11525 3.53323 -0.35
H -0.48560 -4.04718 3.28079 0.05
H -0.16361 -0.17879 -5.53395 0.09
H -0.98197 2.91897 4.07166 0.12
O -1.68107 2.80609 -0.13079 -0.04
N 0.46844 -4.49095 2.87136 0.16
H 3.94942 -1.59428 -3.33836 0.05
N 2.15900 -1.43715 -1.24392 0.21
C -0.91944 2.67295 -1.12021 -0.57
H -0.86924 3.81750 2.51337 0.07
N 2.23136 -0.26060 2.14090 0.19
H -4.03487 1.48590 2.48208 0.09
H -5.70926 1.74238 -0.57923 0.08
H 1.04670 -0.93978 -4.53697 0.05
N 0.58366 -0.12182 -4.88808 0.18
H -2.92220 1.89081 0.18547 0.04
H 2.44618 -5.45609 1.48870 0.11
C 0.98961 1.12707 -4.44248 -0.60
C 0.98636 -4.03332 1.73736 -0.62
H -5.46998 3.71973 0.49282 0.07
O 1.44006 2.26365 4.13053 0.04
H 2.55530 2.98706 2.09192 0.09
H 2.66307 1.93269 -3.33181 0.13
H -1.97652 3.94544 -2.34829 0.09
H -0.68730 3.07303 -3.16399 0.07
N -0.53231 3.14352 3.16143 0.16
H 1.47649 -0.59807 5.15310 0.10
H 0.47620 -3.09133 -0.94380 0.07
H -5.40135 4.10969 -1.37634 0.09
H 0.97493 -5.25481 3.26322 0.09
```

Calculated values
- Kohn-Sham gap (spin up / spin down) (eV) = 6.46 / 9.72
- maximum force (eV Å⁻¹) = 4.779
- 2S+1 = 4
- highest occupied orbital energy (spin up / spin down) (Eh) = -0.2185 / -0.3384
- DFT total energy (a.u.) = -3208.2315

***

Molecular formula: C12H46N2O12
Method: DFT, wB97M-V/def2-TZVPD

Geometry as XYZ:
```
72
Properties=species:S:1:pos:R:3:lowdin_charge:R:1
N -4.72738 1.40433 -2.15886 0.04
H -3.02261 -0.60160 -0.12560 0.09
H 1.81203 -4.85670 4.09576 0.14
H -0.69407 -5.14297 5.32773 0.06
O -0.34518 -3.49175 -1.15852 -0.04
C -2.64593 0.21818 0.49939 -0.10
C 0.82252 3.87858 -0.71994 -0.22
H -1.61140 0.40142 0.20402 0.06
H -3.25031 3.27072 -0.42464 0.13
C 0.30418 -6.25586 3.33996 -0.07
C 0.88538 2.50690 3.36258 -0.21
H 0.72526 -4.92885 5.90296 0.07
O -0.48685 2.63320 2.94616 -0.07
H 3.57920 1.16763 2.18045 0.09
O 1.09796 2.72073 -1.49530 -0.09
H -5.20693 2.30428 -2.07518 0.07
O 2.83691 1.31405 2.76877 -0.08
O 2.28600 -1.40590 -4.31337 -0.06
H -4.94646 0.98973 -1.24844 0.06
H 0.62586 0.06511 -1.85999 0.05
H 0.95163 1.81936 4.20565 0.12
H -3.41620 3.79332 -2.83745 0.08
H -0.82712 -3.98376 -0.48316 0.06
H 2.22065 4.45355 -2.86947 0.05
H -1.84352 3.02337 -2.92789 0.07
C -3.27190 1.75210 -2.07145 -0.42
H 0.99777 -6.61883 2.58212 0.08
C 1.70599 -1.96256 1.96103 -0.11
O 2.62331 -1.86631 -1.47887 -0.08
H -2.69650 0.83724 -2.22698 0.13
H 1.35229 -1.24722 -4.51630 0.03
C -2.92303 2.84676 -3.05567 -0.07
N 0.11687 -4.53347 5.18384 0.04
H 1.24080 1.95346 -0.92239 0.06
H 0.89786 -1.36096 1.52532 0.08
H 2.59442 -1.90979 -2.45347 0.00
H 2.59467 -2.00025 -5.00656 0.05
H -0.48083 -2.29530 -2.58407 0.00
O -0.50400 -1.78693 -3.41989 -0.06
C 0.53634 -3.82193 2.83759 -0.23
C 1.70810 1.97617 2.20099 -0.23
C 0.73883 -4.90211 3.88744 -0.43
O 1.96405 2.65050 -4.19152 -0.06
H -0.93667 1.95876 3.46255 0.08
H 2.27713 -0.99115 -1.25150 0.00
H -1.29381 -2.10395 -3.87192 0.05
H 1.14146 2.75607 -4.68251 0.04
H 0.35892 -6.98047 4.15869 0.07
O -3.42107 1.39245 0.36962 -0.18
H 1.68883 2.43236 -3.28198 0.00
H -3.02188 2.58703 -4.10785 0.08
H -0.16068 3.88022 -0.23725 0.11
H -0.50950 -3.48056 2.80601 0.13
O 0.51022 -0.00696 -0.90045 -0.07
H -2.67206 -0.13650 1.52923 0.09
H 2.05995 2.82943 1.62074 0.10
H -0.72885 -6.26021 2.99197 0.08
H 1.16671 1.26900 1.56861 0.10
H 0.30306 -4.11209 -1.51632 0.07
O 2.07429 5.26869 -2.36758 -0.06
H 2.40580 -1.21293 2.33125 0.08
H 0.01810 5.08170 -2.30841 0.11
H 1.58810 3.99483 0.04922 0.10
C 0.87605 5.12404 -1.62660 -0.23
H -1.85225 2.39368 -0.56603 0.10
H 0.29158 -0.93810 -0.75204 0.03
O 1.32781 -2.67829 3.11000 -0.18
H 1.31878 3.45907 3.66637 0.12
H 0.79402 -4.19000 1.83563 0.11
H 0.83495 6.00426 -0.98711 0.12
C -2.94583 2.23794 -0.63484 -0.23
H 2.18816 -2.58597 1.20565 0.08
```

Calculated values
- Kohn-Sham gap (eV) = 9.13
- relative energy (zero: lowest compared OMol25 entry of this formula, charge and spin) (eV) = 0.479
- maximum force (eV Å⁻¹) = 1.731
- 2S+1 = 1
- SMILES = COC[C@H](C)N.COC[C@H](C)N.OCCO.OCCO.O.O.O.O.O.O
- highest occupied orbital energy (Eh) = -0.3404
- DFT total energy (a.u.) = -1497.1057

***

Molecular formula: C12H46O17
Method: DFT, wB97M-V/def2-TZVPD

Geometry as XYZ:
```
75
Properties=species:S:1:pos:R:3:lowdin_charge:R:1
C 1.03465 -2.75908 2.94026 -0.23
C 0.14941 4.34601 0.24133 -0.27
H 1.46674 -6.17042 -3.04488 0.13
H -0.97035 0.56401 1.75415 -0.01
H 2.33153 0.79883 0.72227 -0.04
H 2.02638 -4.19493 -1.43110 0.09
H -4.37178 -1.80474 3.20013 0.11
H 0.28883 -2.71103 -2.61034 0.01
H 3.22986 -0.69797 -0.23094 0.11
O 1.00013 -2.99819 0.53704 -0.09
H 5.16717 2.46516 -2.82064 0.10
O -3.04629 0.14116 1.62928 -0.02
C -1.17846 -0.40866 -1.29219 -0.17
H -5.62379 -3.12747 0.65307 0.11
O 2.60627 2.81755 -0.96758 -0.08
H 4.74414 1.80760 -1.30345 0.11
O 2.46443 -0.26473 -0.66646 -0.04
H 0.94700 -1.18775 1.39040 0.09
C 0.50196 -2.18735 1.58234 -0.23
H 2.11972 -5.18372 -4.29985 0.09
H 2.36459 6.68367 -0.43208 0.08
O 3.57780 -5.62372 -2.99673 -0.09
O -0.18514 0.84288 2.19182 -0.03
O -6.32547 -2.18153 3.10054 -0.06
H -1.54966 3.52087 -0.13580 0.03
C 3.32081 3.27570 -2.10803 -0.21
H 1.68441 1.28587 2.04097 0.00
H 1.19504 -1.31704 4.28054 0.08
H -5.24636 1.70831 2.04810 0.07
H -3.35710 1.03744 1.62007 0.00
H 2.18044 -2.78994 2.94659 0.14
H 2.21271 3.64483 -0.65386 0.04
O -1.64963 1.92374 -0.78266 -0.05
H 4.49697 0.49390 -3.34010 0.13
H 0.68496 -2.63756 -0.27480 0.02
H 0.41563 3.84987 -0.62827 0.07
H -0.60246 -2.20044 1.43201 0.13
H 0.42748 6.32961 1.11342 0.13
H 4.08478 -4.86119 -3.32259 0.08
H -1.65884 -0.74747 -0.35039 0.11
H -0.52688 1.52378 2.79109 0.08
O -0.01895 -1.19311 -1.47495 -0.07
C 0.63608 5.81346 0.13876 -0.16
H 0.75311 -0.75730 -1.23888 0.00
H -4.73992 -3.50802 2.92702 0.12
H 0.21118 1.07835 -0.56526 0.10
C -5.04595 -2.50241 2.68191 -0.26
H 3.88429 4.24285 -2.05605 0.13
O -1.24042 4.26670 0.38642 -0.07
H 2.36000 -3.20772 -2.65207 0.09
C -0.63461 0.97867 -1.22184 -0.18
C 1.75751 -4.03368 -2.44368 -0.20
C 2.17898 -5.34001 -3.25310 -0.19
O -3.72324 -2.43524 0.70563 -0.09
H -2.91240 0.05288 2.54307 0.05
H -5.39720 -1.39774 0.82381 0.12
C -5.05311 -2.38933 1.15205 -0.25
H -0.10092 1.28854 -2.11508 0.14
O 0.56452 -2.00962 4.04676 -0.09
H -6.74064 -3.03138 3.23906 0.09
H 2.70335 3.33343 -3.03222 0.13
O 3.76490 0.98528 -2.85780 -0.11
H -1.81522 -0.52906 -2.11675 0.12
O 2.06539 5.80161 -0.22613 -0.09
H 0.07685 6.25508 -0.68822 0.12
H 0.66054 3.69191 1.00679 0.14
H -3.47014 -1.49025 0.78546 0.03
O -4.65375 2.18339 1.44253 -0.05
H -5.09536 3.05611 1.33141 0.09
H 0.76056 -3.84080 3.12001 0.13
H -2.28932 1.53787 -0.21481 0.05
O 2.53845 1.21491 1.57339 -0.09
H 2.83563 0.35486 -1.27987 0.01
O 0.39942 -3.62757 -2.77609 -0.06
C 4.34876 2.15149 -2.21401 -0.21
```

Calculated values
- Kohn-Sham gap (eV) = 9.22
- relative energy (zero: lowest compared OMol25 entry of this formula, charge and spin) (eV) = 2.840
- maximum force (eV Å⁻¹) = 3.738
- 2S+1 = 1
- SMILES = OCCO.OCCO.OCCO.OCCO.OCCO.OCCO.O.O.O.O.O
- highest occupied orbital energy (Eh) = -0.3446
- DFT total energy (a.u.) = -1763.7004